# 1
A structure of composition C56H54FOP4Pd in a non-equilibrium geometry. Source: the Open Molecules 2025 dataset; level of theory: wB97M-V/def2-TZVPD.

```
117
C56H54FOP4Pd | the Open Molecules 2025 dataset | wB97M-V/def2-TZVPD
Pd 0.185 -0.835 -0.271
C 1.168 2.667 -0.746
P 1.154 0.889 -1.479
C 0.622 1.272 -3.171
C 2.893 0.288 -1.442
C 3.977 1.062 -1.258
C 5.293 0.438 -0.936
C 5.616 -0.866 -1.575
C 4.389 -1.824 -1.890
C 3.067 -1.239 -1.413
P 1.549 -2.117 -2.062
C 1.576 -1.942 -3.892
C 1.909 -3.867 -1.878
H 1.878 2.745 0.050
H 0.123 2.741 -0.328
H 1.411 3.421 -1.473
H 1.422 1.872 -3.587
H -0.328 1.780 -3.177
H 0.553 0.311 -3.796
H 3.825 2.141 -1.127
H 6.138 1.166 -1.064
H 6.438 -0.951 -2.250
H 4.438 -2.322 -2.892
H 2.334 -2.607 -4.215
H 1.791 -0.961 -4.290
H 0.705 -2.341 -4.342
H 2.916 -4.176 -2.137
H 1.253 -4.439 -2.588
H 1.541 -4.352 -0.968
C -1.585 -6.294 2.376
C -1.733 -4.842 2.665
C -2.419 -4.666 4.046
C -2.482 -4.102 1.594
C -3.578 -4.732 0.961
C -4.299 -4.042 0.037
C -3.989 -2.783 -0.348
C -2.897 -2.177 0.141
P -2.123 -0.897 -0.864
C -2.733 -1.210 -2.562
C -2.130 -2.276 -3.249
C -2.674 -2.580 -4.481
C -3.797 -2.009 -4.986
C -4.418 -0.997 -4.265
C -3.923 -0.596 -2.998
C -2.660 0.686 -0.247
C -2.409 1.845 -1.015
C -2.926 3.060 -0.501
C -3.521 3.113 0.745
C -3.533 2.002 1.604
C -3.119 0.712 1.071
C -2.117 -2.827 1.086
O -0.927 -2.197 1.517
C -0.011 -2.939 2.295
C 1.232 -2.367 2.588
C 2.161 -2.943 3.397
C 1.842 -4.191 3.955
C 0.621 -4.795 3.699
C -0.357 -4.134 2.885
P 1.587 -0.788 1.823
C 1.580 0.401 3.203
C 1.821 1.744 2.933
C 1.909 2.663 4.020
C 1.583 2.235 5.272
C 1.395 0.885 5.543
C 1.325 -0.029 4.528
C 3.295 -0.942 1.201
C 3.386 -1.915 -0.010
C 4.667 -2.553 -0.511
C 5.846 -1.635 -0.175
C 5.494 -0.203 0.509
C 4.336 -0.154 1.414
H -2.398 -6.951 2.560
H -0.774 -6.544 3.053
H -1.251 -6.429 1.329
H -3.474 -5.023 4.107
H -2.520 -3.672 4.477
H -1.810 -5.298 4.659
H -4.065 -5.651 1.359
H -5.127 -4.642 -0.445
H -4.686 -2.183 -1.034
H -1.093 -2.670 -2.758
H -2.326 -3.531 -4.912
H -4.138 -2.272 -5.931
H -5.313 -0.616 -4.631
H -4.199 0.245 -2.418
H -1.861 1.800 -1.983
H -3.054 3.826 -1.227
H -4.031 4.062 1.018
H -4.100 2.106 2.544
H -3.251 -0.303 1.488
H 3.028 -2.374 3.663
H 2.593 -4.637 4.581
H 0.411 -5.758 4.114
H 2.125 1.923 1.873
H 2.082 3.684 3.716
H 1.450 2.954 6.056
H 1.234 0.604 6.568
H 1.132 -1.080 4.646
H 2.699 -2.746 0.208
H 4.656 -3.575 -0.260
H 6.836 -1.976 0.167
H 6.353 0.226 0.987
H 4.356 0.455 2.276
F -1.171 9.743 1.562
C -1.561 9.423 0.254
C -1.781 10.561 -0.541
C -1.935 10.268 -1.853
C -2.092 8.974 -2.418
C -2.500 8.681 -3.727
C -1.877 7.814 -1.523
C -1.528 8.020 -0.152
H -1.785 11.635 -0.117
H -2.008 11.248 -2.408
H -2.679 7.636 -4.143
H -2.862 9.525 -4.250
H -1.963 6.837 -1.681
H -1.293 7.196 0.452
```

Summary:
**LUMO level (spin up / spin down)**: -0.26219 / -0.43172 hartree
**F_max**: 6.54 eV/A
**Multiplicity**: 5
**<S²>**: 6.079
**Calculated total energy**: -3833.5296 Eh
**Charge**: +3
**Frontier orbital gap (spin up / spin down)**: 4.18 / 1.97 eV
**Highest occupied orbital energy (spin up / spin down)**: -11.32 / -13.72 eV
**Energy above the lowest of the compared OMol25 structures with the same formula, charge and spin**: 774.8 kJ/mol


# 2
A structure of composition C56H54FeN7O2P2 in a non-equilibrium geometry. Source: the Open Molecules 2025 dataset; level of theory: wB97M-V/def2-TZVPD.

```
122
C56H54FeN7O2P2 | the Open Molecules 2025 dataset | wB97M-V/def2-TZVPD
Fe -0.254 0.024 -0.402
C -0.109 2.591 -5.660
C -1.017 1.625 -5.241
C -0.757 0.855 -4.116
C 0.413 1.033 -3.371
C 1.332 1.980 -3.829
C 1.070 2.759 -4.954
N 0.635 0.175 -2.251
C 1.539 -0.796 -2.396
C 2.478 -0.923 -3.465
C 3.333 -1.990 -3.516
C 3.316 -3.011 -2.536
C 2.399 -2.945 -1.525
C 1.518 -1.851 -1.444
N 0.513 -1.721 -0.505
N 0.267 -2.752 0.153
C -0.670 -2.583 1.133
C -1.366 -3.632 1.591
C -2.544 -3.421 2.407
C -3.118 -2.214 2.375
C -2.502 -1.162 1.508
N -0.990 -1.257 1.605
H -0.312 3.195 -6.536
H -1.929 1.455 -5.804
H -1.438 0.071 -3.809
H 2.297 2.076 -3.346
H 1.805 3.483 -5.286
H 2.499 -0.173 -4.245
H 4.037 -2.060 -4.340
H 4.001 -3.848 -2.599
H 2.319 -3.742 -0.795
H -1.090 -4.627 1.251
H -2.992 -4.250 2.943
H -4.038 -2.002 2.907
H -2.814 -0.175 1.799
O 1.554 0.666 0.728
P 2.462 1.860 0.657
C 1.779 3.091 -0.467
P 0.008 3.389 -0.175
O -0.744 2.087 -0.198
C -0.181 4.288 1.363
C 0.746 5.236 1.796
C 0.513 5.956 2.957
C -0.658 5.749 3.676
C -1.597 4.828 3.232
C -1.358 4.089 2.080
C -0.510 4.544 -1.439
C -1.540 4.167 -2.294
C -2.003 5.065 -3.248
C -1.432 6.325 -3.353
C -0.397 6.700 -2.504
C 0.059 5.817 -1.541
C 4.091 1.391 0.063
C 4.212 0.983 -1.266
C 5.421 0.502 -1.743
C 6.517 0.419 -0.894
C 6.402 0.803 0.436
C 5.191 1.285 0.918
C 2.724 2.692 2.225
C 3.674 3.707 2.348
C 3.875 4.328 3.569
C 3.124 3.942 4.673
C 2.173 2.938 4.555
C 1.974 2.304 3.332
H 1.783 2.651 -1.461
H 2.369 4.011 -0.476
H 1.660 5.411 1.237
H 1.237 6.687 3.294
H -0.845 6.323 4.577
H -2.523 4.694 3.779
H -2.094 3.385 1.706
H -1.986 3.189 -2.189
H -2.806 4.771 -3.911
H -1.800 7.025 -4.095
H 0.044 7.687 -2.587
H 0.848 6.127 -0.862
H 3.349 1.003 -1.921
H 5.502 0.187 -2.776
H 7.463 0.044 -1.268
H 7.256 0.730 1.099
H 5.107 1.578 1.958
H 4.259 4.015 1.485
H 4.618 5.113 3.662
H 3.282 4.430 5.628
H 1.581 2.645 5.413
H 1.226 1.525 3.223
C 3.001 -1.890 2.159
N 2.625 -2.776 3.301
C 3.336 -2.346 4.542
C 1.101 -2.944 3.457
C 0.326 -1.683 3.775
C 0.393 -1.296 5.128
C -0.170 -0.146 5.622
C -0.781 0.710 4.714
C -0.908 0.335 3.396
C -0.474 -0.906 2.904
H 4.086 -1.817 2.106
H 2.567 -0.909 2.312
H 2.611 -2.313 1.239
H 2.956 -3.710 3.077
H 3.000 -1.351 4.811
H 4.403 -2.327 4.336
H 3.127 -3.047 5.346
H 0.989 -3.649 4.278
H 0.782 -3.426 2.545
H 0.889 -1.967 5.822
H -0.125 0.085 6.680
H -1.169 1.664 5.035
H -1.387 1.008 2.697
N -6.401 -0.151 -1.051
C -5.021 -0.275 -0.935
C -4.445 -1.179 -0.119
C -2.948 -1.302 0.003
N -2.191 -0.321 -0.751
C -2.858 0.571 -1.513
C -4.200 0.653 -1.684
H -6.953 -0.935 -0.754
H -6.740 0.308 -1.876
H -5.052 -1.874 0.462
H -2.631 -2.314 -0.294
H -2.231 1.287 -2.029
H -4.636 1.398 -2.341
```

Summary:
**LUMO level (spin up / spin down)**: -0.09699 / -0.09756 hartree
**F_max**: 1.38 eV/A
**Multiplicity**: 1
**Calculated total energy**: -4646.3720 Eh
**Charge**: +1
**Frontier orbital gap (spin up / spin down)**: 4.73 / 4.70 eV
**Highest occupied orbital energy (spin up / spin down)**: -7.37 / -7.35 eV


# 3
A cluster of 10 separate species, C56H56N8O22 in total in a non-equilibrium geometry. Source: the Open Molecules 2025 dataset; level of theory: wB97M-V/def2-TZVPD.

```
142
C56H56N8O22 | the Open Molecules 2025 dataset | wB97M-V/def2-TZVPD
C -14.338 26.154 -5.436
C -13.281 26.348 -4.543
C -11.968 26.392 -4.991
C -11.668 26.095 -6.316
C -12.725 25.936 -7.202
C -14.040 25.959 -6.773
N -10.308 25.886 -6.807
O -9.417 26.355 -6.128
O -10.174 25.255 -7.823
H -15.361 26.249 -5.098
H -13.575 26.560 -3.524
H -11.191 26.612 -4.271
H -12.586 25.772 -8.263
H -14.811 25.987 -7.532
C -5.336 21.822 -10.494
C -5.184 22.702 -11.545
C -6.092 22.695 -12.582
C -7.171 21.832 -12.539
C -7.387 21.047 -11.406
C -6.445 20.985 -10.392
N -8.007 21.684 -13.730
O -7.950 22.550 -14.579
O -8.748 20.735 -13.806
H -4.588 21.735 -9.712
H -4.355 23.397 -11.571
H -5.932 23.362 -13.419
H -8.219 20.353 -11.397
H -6.595 20.404 -9.494
C 2.795 21.160 -7.515
C 2.538 22.187 -6.614
C 1.336 22.220 -5.926
C 0.498 21.121 -5.985
C 0.788 20.074 -6.849
C 1.919 20.123 -7.672
N -0.678 20.959 -5.137
O -1.046 21.933 -4.511
O -1.202 19.876 -5.013
H 3.721 21.191 -8.077
H 3.175 23.053 -6.511
H 1.073 23.051 -5.285
H 0.159 19.195 -6.855
H 2.171 19.243 -8.247
C -0.393 27.648 -6.650
C -0.400 26.569 -5.771
C -1.133 25.432 -6.116
C -1.775 25.354 -7.311
C -1.817 26.457 -8.180
C -1.163 27.612 -7.819
N -2.570 24.190 -7.683
O -2.951 23.465 -6.779
O -2.756 23.955 -8.866
H 0.230 28.512 -6.461
H 0.053 26.668 -4.797
H -1.153 24.612 -5.407
H -2.469 26.507 -9.040
H -1.268 28.514 -8.405
C -8.815 23.074 -3.701
C -7.799 22.364 -3.083
C -7.699 22.356 -1.692
C -8.689 22.925 -0.931
C -9.699 23.676 -1.528
C -9.735 23.742 -2.916
N -8.683 22.705 0.521
O -7.623 22.423 1.048
O -9.754 22.735 1.093
H -8.863 23.137 -4.781
H -7.028 21.885 -3.670
H -6.797 21.955 -1.248
H -10.506 24.121 -0.963
H -10.528 24.297 -3.403
C -4.687 16.755 -10.766
C -5.004 15.439 -11.050
C -6.149 14.872 -10.499
C -7.010 15.637 -9.718
C -6.690 16.971 -9.451
C -5.541 17.535 -9.989
N -8.241 15.034 -9.188
O -8.797 14.217 -9.895
O -8.676 15.487 -8.152
H -3.736 17.138 -11.114
H -4.369 14.762 -11.606
H -6.389 13.853 -10.772
H -7.262 17.543 -8.731
H -5.072 18.486 -9.773
C -2.610 15.834 -5.121
C -1.356 16.001 -5.698
C -1.251 16.768 -6.845
C -2.348 17.386 -7.422
C -3.596 17.225 -6.801
C -3.717 16.463 -5.659
N -2.265 18.272 -8.558
O -3.110 19.143 -8.698
O -1.344 18.113 -9.348
H -2.693 15.201 -4.247
H -0.503 15.512 -5.253
H -0.240 16.939 -7.197
H -4.467 17.679 -7.256
H -4.650 16.326 -5.127
C -9.832 19.504 -3.649
C -9.114 18.806 -2.682
C -8.113 17.902 -3.002
C -7.895 17.697 -4.366
C -8.564 18.343 -5.367
C -9.543 19.261 -4.979
N -6.883 16.681 -4.727
O -6.322 16.061 -3.857
O -6.660 16.537 -5.908
H -10.581 20.238 -3.391
H -9.283 19.011 -1.630
H -7.636 17.351 -2.209
H -8.370 18.082 -6.394
H -10.109 19.829 -5.707
C -4.791 19.831 -4.678
C -4.604 20.550 -6.035
O -5.581 21.498 -6.440
C -6.733 21.011 -6.871
O -6.907 19.849 -7.140
O -7.633 21.945 -7.152
C -7.291 23.315 -7.155
H -3.755 19.751 -4.365
H -5.275 18.865 -4.819
H -5.483 20.449 -4.109
H -4.444 19.880 -6.878
H -3.674 21.098 -5.888
H -6.889 23.627 -8.121
H -6.670 23.626 -6.316
H -8.183 23.938 -7.061
C -5.978 18.263 1.030
C -6.217 19.726 0.621
O -4.965 20.324 0.262
C -4.521 20.091 -0.970
O -5.064 19.442 -1.823
O -3.370 20.734 -1.109
C -2.617 20.504 -2.292
H -6.025 17.492 0.262
H -6.729 17.981 1.772
H -5.004 18.207 1.519
H -6.527 20.219 1.534
H -6.872 19.802 -0.244
H -3.106 20.939 -3.158
H -2.460 19.441 -2.516
H -1.594 20.785 -2.052
```

Summary:
**LUMO level**: -0.03228 hartree
**F_max**: 2.43 eV/A
**Multiplicity**: 1
**Calculated total energy**: -4260.1127 Eh
**Frontier orbital gap**: 8.67 eV
**Highest occupied orbital energy**: -9.54 eV
**Energy above the lowest of the compared OMol25 structures with the same formula, charge and spin**: 0.0 kJ/mol
**SMILES**: O=[N+]([O-])c1ccccc1.O=[N+]([O-])c1ccccc1.O=[N+]([O-])c1ccccc1.O=[N+]([O-])c1ccccc1.O=[N+]([O-])c1ccccc1.O=[N+]([O-])c1ccccc1.O=[N+]([O-])c1ccccc1.O=[N+]([O-])c1ccccc1.CCOC(=O)OC.CCOC(=O)OC


Q: The lowest F_max belongs to which entry?
A: C56H54FeN7O2P2


Q: Among the records above, which one has the highest multiplicity?
A: C56H54FOP4Pd


Q: calculated total energy of number 3 (C56H56N8O22)?
A: -4260.1127 Eh


Q: Which of these has the highest multiplicity?
A: C56H54FOP4Pd